1.
This record from OMol25 describes a cluster of 2 separate species, C7H16N2 in total at a distorted geometry. The level of theory is wB97M-V/def2-TZVPD.

Geometry (Å):
C  -1.0189  1.3552  -1.1867
C  -0.9438  0.7475  0.2037
C  -1.8321  1.4462  1.2068
N  -0.5601  -0.4447  0.5238
C  0.3431  -1.2587  -0.1265
C  0.1464  -1.6127  -1.6026
C  0.6961  -2.4798  0.7137
H  -1.1369  2.4377  -1.1245
H  -0.1305  1.1425  -1.7822
H  -1.8881  0.9564  -1.7239
H  -2.8739  1.4228  0.8723
H  -1.7713  0.9537  2.1752
H  -1.5476  2.4957  1.3149
H  1.3719  -0.4550  -0.1356
H  0.3794  -0.8011  -2.2910
H  0.8034  -2.4340  -1.8873
H  -0.8736  -1.9555  -1.7772
H  -0.1161  -3.2160  0.6819
H  0.8526  -2.1876  1.7495
H  1.6045  -2.9588  0.3445
C  1.4153  1.6689  0.6948
N  2.1819  0.6822  0.3355
H  1.1977  2.4294  -0.0431
H  1.1334  1.8756  1.7244
H  2.5675  0.1902  1.1395

Properties
* LUMO level: 0.9455 eV
* HOMO energy: -8.44 eV
* SMILES string: CC(C)=NC(C)C.C=N
* relative energy (zero: lowest compared OMol25 entry of this formula, charge and spin): 288.4 kJ/mol

---

2.
This record from OMol25 describes a structure of composition C38H47N5Pd at a distorted geometry. The level of theory is wB97M-V/def2-TZVPD.

Geometry (Å):
Pd  0.0835  0.0691  0.0645
C  4.2106  -3.1222  -3.2488
C  4.7088  -2.2923  -2.0604
C  3.6378  -2.0508  -1.0504
C  3.4068  -2.6700  0.1292
C  4.1488  -3.7821  0.7853
C  3.5015  -5.1458  0.5149
C  2.1833  -2.0618  0.6722
C  1.6181  -2.4069  1.8391
C  0.4084  -1.8412  2.3674
C  -0.1764  -2.2568  3.6474
C  0.3925  -3.3432  4.4949
C  0.0407  -4.7372  3.9645
C  -1.2949  -1.5045  3.8218
C  -1.3849  -0.6386  2.6423
C  -2.3655  0.2671  2.4283
C  -2.4695  1.1050  1.2840
N  -1.6235  1.1307  0.2684
C  -2.0852  2.1124  -0.6022
C  -1.4875  2.4980  -1.7398
C  -0.2760  1.9348  -2.2674
N  0.4272  0.9641  -1.7133
C  1.5072  0.7196  -2.5534
C  2.4792  -0.1972  -2.3476
C  2.5614  -1.0627  -1.2220
N  1.7129  -1.0906  -0.2071
C  1.4323  1.6073  -3.7169
C  0.3242  2.3732  -3.5308
C  -0.2682  3.4208  -4.4116
C  -1.3813  2.8610  -5.3038
C  2.4364  1.6334  -4.8160
C  3.6939  2.4233  -4.4325
C  -3.3319  2.6918  -0.0791
C  -3.5645  2.0716  1.0986
C  -4.7068  2.2248  2.0465
C  -5.8030  1.1827  1.8012
C  -4.1407  3.7206  -0.7899
C  -4.9351  3.1305  -1.9616
N  -0.3201  -0.9043  1.7881
C  -2.3014  -1.5255  4.9175
C  -3.5292  -2.3712  4.5585
H  5.0062  -3.2583  -3.9795
H  3.3689  -2.6441  -3.7538
H  3.8795  -4.1076  -2.9219
H  5.1078  -1.3356  -2.4088
H  5.5412  -2.8028  -1.5755
H  4.2064  -3.5999  1.8609
H  5.1790  -3.7808  0.4279
H  2.4772  -5.1848  0.8889
H  4.0676  -5.9392  1.0002
H  3.4702  -5.3567  -0.5537
H  2.1086  -3.1720  2.4227
H  0.0211  -3.2279  5.5140
H  1.4775  -3.2272  4.5584
H  -1.0392  -4.8759  3.9204
H  0.4546  -5.5080  4.6128
H  0.4338  -4.8987  2.9587
H  -3.1317  0.3642  3.1832
H  -1.9578  3.2901  -2.3037
H  3.2560  -0.2822  -3.0933
H  0.5240  3.8539  -5.0238
H  -0.6517  4.2419  -3.8014
H  -0.9994  2.0735  -5.9531
H  -1.8008  3.6455  -5.9317
H  -2.1938  2.4336  -4.7122
H  1.9760  2.0718  -5.7024
H  2.7001  0.6102  -5.0939
H  3.4444  3.4573  -4.1954
H  4.4077  2.4269  -5.2546
H  4.1882  1.9947  -3.5594
H  -5.1162  3.2307  1.9492
H  -4.3448  2.1508  3.0745
H  -6.1920  1.2602  0.7862
H  -6.6303  1.3270  2.4943
H  -5.4267  0.1660  1.9336
H  -3.4862  4.5222  -1.1421
H  -4.8247  4.1831  -0.0779
H  -4.2830  2.6537  -2.6946
H  -5.4974  3.9114  -2.4707
H  -5.6411  2.3778  -1.6115
H  -2.6047  -0.5038  5.1571
H  -1.8312  -1.9154  5.8212
H  -4.0241  -2.0000  3.6597
H  -4.2531  -2.3564  5.3717
H  -3.2479  -3.4077  4.3747
C  2.6452  4.0238  2.6941
C  1.9254  2.9734  2.0058
N  1.3579  2.1382  1.4605
H  2.0489  4.3921  3.5273
H  2.8461  4.8425  2.0050
H  3.5881  3.6317  3.0719

Properties
* LUMO level (spin up / spin down): -8.4627 / -8.4639 eV
* charge: +2
* HOMO energy (spin up / spin down): -13.70 / -13.70 eV
* relative energy (zero: lowest compared OMol25 entry of this formula, charge and spin): 0.0 kJ/mol

---

3.
This record from OMol25 describes a cluster of 4 separate species, C3H14O3S in total at a distorted geometry. The level of theory is wB97M-V/def2-TZVPD.

Geometry (Å):
C  2.1021  0.1748  1.5702
C  1.2801  0.8191  0.5206
S  -0.4128  -0.0926  0.1113
C  -1.0758  1.1930  -0.8821
H  2.5491  -0.8352  1.3222
H  2.7119  1.0797  1.9848
H  1.5186  0.0953  2.6363
H  1.0970  1.9181  0.6341
H  1.8078  0.6381  -0.4798
H  -0.7914  2.1677  -0.3074
H  -2.1484  1.2146  -0.7799
H  -0.5013  1.3510  -1.8302
O  -2.8364  2.6206  1.1049
H  -3.2735  2.7379  1.9785
H  -1.9168  2.5521  1.3038
O  -2.7880  -2.5746  -0.2523
H  -2.8948  -2.8775  -1.1556
H  -2.4537  -1.6581  -0.5333
O  2.3730  -3.3410  -2.0597
H  3.3783  -3.2015  -2.0337
H  2.2752  -3.9816  -2.8526

Properties
* LUMO level: 0.6435 eV
* HOMO energy: -8.40 eV
* SMILES string: CCSC.O.O.O
* relative energy (zero: lowest compared OMol25 entry of this formula, charge and spin): 237.7 kJ/mol

---

Question: Among the records above, which one has the highest relative energy (zero: lowest compared OMol25 entry of this formula, charge and spin)?
Answer: C7H16N2

---

Question: Which value of relative energy (zero: lowest compared OMol25 entry of this formula, charge and spin) does entry 1 give?
Answer: 288.4 kJ/mol

---

Question: Number 2 is which compound?
Answer: C38H47N5Pd